Entry from the OMol25 dataset: one molecule with the formula C10H15Cl2P (the ωB97M-V functional and the def2-TZVPD basis).

Properties
LUMO (spin up / spin down) = 0.672 / -2.079 eV
Electronic energy = -1651.5967 Ha
HOMO level (spin up / spin down) = -0.194 / -0.335 Eh
Orbital gap (spin up / spin down) = 5.962 / 7.041 eV
Molecular weight = 237.11 u

The geometry in ORCA input format:
```
! wB97M-V def2-TZVPD RIJCOSX def2/J DEFGRID3
* xyz 0 3
C 0.354 -0.724 1.035
C -0.846 -0.476 0.515
C 1.473 -0.172 0.308
C -0.652 0.352 -0.780
C 0.957 0.438 -0.786
C 0.580 -1.694 2.133
C -2.232 -0.727 1.134
C 2.888 -0.245 0.558
C -1.060 1.895 -0.438
C -1.825 -0.204 -1.915
P 2.098 0.939 -2.155
Cl 0.913 1.817 -3.446
Cl 3.040 2.636 -1.242
H -0.177 -2.558 2.235
H 0.603 -1.367 3.140
H 1.605 -2.141 1.831
H -2.148 -1.855 0.988
H -3.057 -0.389 0.432
H -2.243 -0.327 2.233
H 3.486 0.691 0.418
H 3.180 -1.096 -0.180
H 2.972 -0.588 1.613
H -2.101 2.079 -0.289
H -0.794 2.534 -1.380
H -0.427 2.171 0.504
H -2.139 -1.127 -1.558
H -1.533 -0.196 -2.937
H -2.915 0.332 -1.972
*
```

Entry from the OMol25 dataset: one molecule with the formula C10H15ClN3P (the ωB97M-V functional and the def2-TZVPD basis).

Properties
Structure (SMILES) = CN1CCN(C)P1(Cl)=Nc1ccccc1
LUMO = 0.717 eV
Electronic energy = -1355.8324 Ha
HOMO level = -0.279 Eh
Orbital gap = 8.306 eV
Molecular weight = 243.68 u

The geometry in ORCA input format:
```
! wB97M-V def2-TZVPD RIJCOSX def2/J DEFGRID3
* xyz 0 1
C 1.654 -2.461 -1.009
N 1.744 -1.122 -0.586
C 2.536 -0.879 0.556
C 2.584 0.642 0.814
N 1.320 1.166 0.374
C 1.331 2.539 0.027
P 0.495 -0.009 -0.570
Cl 0.584 0.749 -2.404
N -0.866 -0.810 -0.145
C -2.170 -0.448 -0.003
C -2.534 0.855 0.092
C -3.845 1.248 0.344
C -4.823 0.277 0.226
C -4.511 -1.068 0.014
C -3.153 -1.425 -0.043
H 2.632 -2.625 -1.502
H 1.620 -3.012 -0.073
H 0.851 -2.528 -1.680
H 3.538 -1.397 0.441
H 2.130 -1.388 1.484
H 2.776 0.929 1.988
H 3.422 1.070 0.169
H 0.443 2.873 -0.417
H 1.324 3.141 0.977
H 2.301 2.903 -0.308
H -1.742 1.748 0.044
H -4.076 2.308 0.486
H -5.931 0.415 0.123
H -5.373 -1.718 -0.165
H -2.716 -2.365 -0.274
*
```

Entry from the OMol25 dataset: C10H15CuNO3 as an isolated structure (the ωB97M-V functional and the def2-TZVPD basis).

Properties
LUMO (spin up / spin down) = -8.063 / -11.450 eV
Electronic energy = -2310.2738 Ha
HOMO level (spin up / spin down) = -0.622 / -0.622 Eh
Orbital gap (spin up / spin down) = 8.871 / 5.483 eV
Molecular weight = 260.78 u

The geometry in ORCA input format:
```
! wB97M-V def2-TZVPD RIJCOSX def2/J DEFGRID3
* xyz 2 2
C -3.602 -1.562 -0.479
C -2.080 -1.264 -0.620
C -1.290 -1.900 0.538
C 0.136 -1.337 0.745
C 0.226 0.172 0.874
C 1.274 0.942 0.605
C 2.643 0.554 0.150
C 3.211 1.427 -1.030
N 2.715 0.955 -2.305
C 0.769 2.348 0.880
O 1.254 3.293 0.445
O -0.357 2.287 1.667
C -0.897 1.062 1.362
O -2.040 0.846 1.527
H -3.924 -1.610 0.571
H -3.896 -2.466 -1.021
H -4.172 -0.744 -0.943
H -1.985 -0.173 -0.693
H -1.759 -1.671 -1.588
H -1.835 -1.896 1.491
H -1.167 -2.962 0.283
H 0.752 -1.647 -0.111
H 0.570 -1.775 1.656
H 2.736 -0.506 -0.111
H 3.316 0.706 1.008
H 3.089 2.505 -0.899
H 4.306 1.229 -1.059
H 2.498 1.721 -2.953
H 3.345 0.266 -2.731
Cu -3.835 1.203 2.740
*
```

Entry from the OMol25 dataset: a 2-piece molecular cluster, C10H15F3IN2O overall (the ωB97M-V functional and the def2-TZVPD basis).

Properties
LUMO = -5.338 eV
Electronic energy = -1171.8273 Ha
HOMO level = -0.468 Eh
Orbital gap = 7.392 eV
Molecular weight = 363.14 u

The geometry in ORCA input format:
```
! wB97M-V def2-TZVPD RIJCOSX def2/J DEFGRID3
* xyz 1 1
F -0.268 -1.614 0.043
C 0.421 -1.348 -1.094
F 1.697 -1.646 -0.875
F -0.050 -2.161 -2.052
C 0.245 0.121 -1.461
C -1.002 0.361 -2.323
C -2.281 0.013 -1.618
C -3.228 -0.847 -2.146
N -4.344 -1.197 -1.553
N -4.681 -0.733 -0.362
C -3.830 0.106 0.146
I -4.354 0.877 2.055
C -2.608 0.541 -0.386
H 0.205 0.735 -0.564
H 1.111 0.413 -2.054
H -0.952 -0.228 -3.240
H -1.037 1.414 -2.608
H -3.044 -1.273 -3.128
H -4.990 -1.837 -2.002
H -1.961 1.248 0.113
C 3.856 0.489 1.186
C 2.795 1.136 2.062
C 2.549 0.326 3.324
O 1.570 1.265 1.324
H 3.539 -0.509 0.871
H 4.016 1.076 0.281
H 4.804 0.400 1.716
H 3.106 2.145 2.328
H 2.191 -0.677 3.074
H 1.782 0.798 3.938
H 3.460 0.231 3.916
H 1.283 0.377 1.090
*
```

Entry from the OMol25 dataset: C10H15F7N4O13Pt2S2Ti as an isolated structure (the ωB97M-V functional and the def2-TZVPD basis).

Properties
LUMO (spin up / spin down) = -3.698 / -4.371 eV
Electronic energy = -4170.1965 Ha
HOMO level (spin up / spin down) = -0.293 / -0.336 Eh
Orbital gap (spin up / spin down) = 4.262 / 4.767 eV
Molecular weight = 1034.39 u

The geometry in ORCA input format:
```
! wB97M-V def2-TZVPD RIJCOSX def2/J DEFGRID3
* xyz 0 9
Pt 0.922 0.943 1.747
Pt -2.497 1.023 1.497
Ti -0.427 4.005 0.439
F 1.019 -1.094 2.458
C 4.732 0.756 0.020
F 3.833 0.295 -0.670
F 5.118 -0.136 0.881
F 5.735 1.284 -0.683
S 3.973 2.093 1.188
O 5.089 2.877 1.682
O 3.111 2.877 0.278
N 2.926 1.279 2.357
S 3.771 1.432 3.563
O 4.965 0.553 3.375
O 3.969 2.805 4.103
C 2.630 0.690 5.044
F 3.093 1.008 6.229
F 1.341 1.166 5.078
F 2.634 -0.618 4.938
C -0.609 1.213 -0.388
O 0.476 1.787 -0.392
O -1.687 1.802 -0.321
O -0.622 0.160 0.328
C -0.919 2.537 2.994
O 0.168 2.848 2.580
O -1.995 2.890 2.576
O -0.937 1.315 3.061
O -1.667 3.129 -5.059
C -2.067 1.968 -4.999
N -1.941 1.259 -3.915
C -2.693 1.397 -6.299
H -2.555 0.465 -3.799
H -1.586 1.738 -3.100
H -3.269 0.501 -6.067
H -1.867 1.295 -7.003
H -3.475 2.089 -6.608
O -1.129 -4.422 3.147
C -1.354 -4.057 1.985
N -0.728 -2.999 1.511
C -2.345 -4.726 1.043
H -0.687 -2.730 0.538
H 0.065 -2.607 1.998
H -3.090 -5.165 1.707
H -1.864 -5.483 0.423
H -2.907 -3.986 0.474
O -2.956 -1.755 -3.278
C -2.106 -1.808 -2.368
N -2.450 -1.637 -1.111
C -0.678 -1.879 -2.823
H -3.445 -1.466 -1.148
H -1.882 -1.034 -0.534
H -0.085 -1.402 -2.042
H -0.611 -1.530 -3.853
H -0.437 -2.942 -2.785
*
```

Entry from the OMol25 dataset: C10H15HfN3OP as an isolated structure (the ωB97M-V functional and the def2-TZVPD basis).

Properties
Energy above the lowest of the compared OMol25 structures with the same formula, charge and spin = 0.0 kcal/mol
LUMO (spin up / spin down) = -3.581 / -3.580 eV
Electronic energy = -1018.6856 Ha
HOMO level (spin up / spin down) = -0.310 / -0.310 Eh
Orbital gap (spin up / spin down) = 4.864 / 4.866 eV
Molecular weight = 402.71 u

The geometry in ORCA input format:
```
! wB97M-V def2-TZVPD RIJCOSX def2/J DEFGRID3
* xyz 1 1
C -0.002 -1.453 -1.319
C 0.057 -0.378 -2.281
C 1.355 0.261 -2.161
C 2.066 -0.395 -1.071
C 1.196 -1.456 -0.569
Hf 0.318 0.690 -0.263
P -2.126 0.287 0.422
H -0.815 -2.176 -1.217
H -0.669 -0.162 -3.065
H 1.773 0.997 -2.845
H 1.514 -2.222 0.138
H 3.123 -0.268 -0.830
H -2.401 -0.767 1.349
H -3.191 0.049 -0.495
H -2.727 1.360 1.152
C 1.496 3.698 3.215
N 1.339 2.236 3.181
C 1.232 1.484 4.337
C 0.998 0.141 4.253
C 0.823 -0.463 3.003
N 0.921 0.307 1.885
C 1.174 1.635 2.012
O 1.075 2.311 0.884
N 0.481 -1.740 2.809
H 2.361 3.993 2.613
H 1.659 3.977 4.256
H 0.596 4.201 2.841
H 1.348 2.053 5.255
H 0.896 -0.471 5.147
H 0.429 -2.377 3.593
H 0.340 -2.112 1.872
*
```

Entry from the OMol25 dataset: one molecule with the formula C10H15IS2 (the ωB97M-V functional and the def2-TZVPD basis).

Properties
LUMO (spin up / spin down) = 0.629 / -2.933 eV
Electronic energy = -1483.9944 Ha
HOMO level (spin up / spin down) = -0.236 / -0.322 Eh
Orbital gap (spin up / spin down) = 7.051 / 5.840 eV
Molecular weight = 326.27 u

The geometry in ORCA input format:
```
! wB97M-V def2-TZVPD RIJCOSX def2/J DEFGRID3
* xyz 0 3
C -1.841 -0.536 0.657
C -0.966 1.766 0.345
C 0.347 0.305 1.775
C -0.864 -0.013 -1.525
C 0.365 -1.550 0.135
C 1.221 0.738 -0.553
C -1.660 0.592 -0.412
C -0.460 -0.916 1.274
C 0.464 1.381 0.669
C 0.477 -0.538 -0.943
S 1.241 -1.510 -2.357
S 3.047 -1.906 -1.618
I 4.639 -0.131 -2.129
H -2.514 -0.206 1.321
H -2.276 -1.426 0.329
H -0.957 2.605 -0.264
H -1.386 2.055 1.285
H -0.222 0.911 2.616
H 1.216 -0.054 2.115
H -1.580 -0.720 -2.068
H -0.675 0.693 -2.236
H 1.283 -1.903 0.594
H -0.137 -2.587 -0.083
H 1.245 1.522 -1.204
H 2.169 0.385 -0.199
H -2.714 0.723 -0.616
H -0.429 -1.829 1.960
H 0.966 2.149 1.133
*
```

Entry from the OMol25 dataset: a 3-piece molecular cluster, C10H15N2O2P overall (the ωB97M-V functional and the def2-TZVPD basis).

Properties
Structure (SMILES) = O=Cc1ccccc1.C/C=N/C.NP=O
Energy above the lowest of the compared OMol25 structures with the same formula, charge and spin = 43.8 kcal/mol
LUMO = -0.176 eV
Electronic energy = -991.3366 Ha
HOMO level = -0.346 Eh
Orbital gap = 9.227 eV
Molecular weight = 226.22 u

The geometry in ORCA input format:
```
! wB97M-V def2-TZVPD RIJCOSX def2/J DEFGRID3
* xyz 0 1
O 1.518 -2.058 0.072
C 2.230 -1.089 -0.030
C 1.930 0.183 0.556
C 0.880 0.144 1.499
C 0.616 1.178 2.365
C 1.416 2.402 2.147
C 2.403 2.403 1.225
C 2.742 1.279 0.435
H 3.236 -1.086 -0.633
H 0.445 -0.745 1.664
H -0.262 1.281 2.961
H 1.002 3.304 2.596
H 3.007 3.410 1.089
H 3.653 1.307 -0.268
C -3.046 0.114 -0.253
C -2.670 -1.279 -0.216
N -1.781 -1.824 -0.930
C -1.409 -3.201 -0.829
H -3.582 0.359 0.621
H -3.849 0.334 -0.916
H -2.267 0.880 -0.271
H -3.153 -1.944 0.540
H -2.129 -3.740 -0.335
H -1.224 -3.623 -1.861
H -0.525 -3.503 -0.224
N -0.158 0.569 -2.192
P 0.167 2.117 -1.626
O 0.961 2.741 -2.616
H 0.569 0.201 -2.740
H -0.720 -0.113 -1.829
*
```

What did the sixth record say?
Entry from the OMol25 dataset: C10H15HfN3OP as an isolated structure (the ωB97M-V functional and the def2-TZVPD basis).

Properties
Energy above the lowest of the compared OMol25 structures with the same formula, charge and spin = 0.0 kcal/mol
LUMO (spin up / spin down) = -3.581 / -3.580 eV
Electronic energy = -1018.6856 Ha
HOMO level (spin up / spin down) = -0.310 / -0.310 Eh
Orbital gap (spin up / spin down) = 4.864 / 4.866 eV
Molecular weight = 402.71 u

The geometry in ORCA input format:
```
! wB97M-V def2-TZVPD RIJCOSX def2/J DEFGRID3
* xyz 1 1
C -0.002 -1.453 -1.319
C 0.057 -0.378 -2.281
C 1.355 0.261 -2.161
C 2.066 -0.395 -1.071
C 1.196 -1.456 -0.569
Hf 0.318 0.690 -0.263
P -2.126 0.287 0.422
H -0.815 -2.176 -1.217
H -0.669 -0.162 -3.065
H 1.773 0.997 -2.845
H 1.514 -2.222 0.138
H 3.123 -0.268 -0.830
H -2.401 -0.767 1.349
H -3.191 0.049 -0.495
H -2.727 1.360 1.152
C 1.496 3.698 3.215
N 1.339 2.236 3.181
C 1.232 1.484 4.337
C 0.998 0.141 4.253
C 0.823 -0.463 3.003
N 0.921 0.307 1.885
C 1.174 1.635 2.012
O 1.075 2.311 0.884
N 0.481 -1.740 2.809
H 2.361 3.993 2.613
H 1.659 3.977 4.256
H 0.596 4.201 2.841
H 1.348 2.053 5.255
H 0.896 -0.471 5.147
H 0.429 -2.377 3.593
H 0.340 -2.112 1.872
*
```

What is the molecular weight in the fifth record?
1034.39 u

Repeat the fourth record exactly.
Entry from the OMol25 dataset: a 2-piece molecular cluster, C10H15F3IN2O overall (the ωB97M-V functional and the def2-TZVPD basis).

Properties
LUMO = -5.338 eV
Electronic energy = -1171.8273 Ha
HOMO level = -0.468 Eh
Orbital gap = 7.392 eV
Molecular weight = 363.14 u

The geometry in ORCA input format:
```
! wB97M-V def2-TZVPD RIJCOSX def2/J DEFGRID3
* xyz 1 1
F -0.268 -1.614 0.043
C 0.421 -1.348 -1.094
F 1.697 -1.646 -0.875
F -0.050 -2.161 -2.052
C 0.245 0.121 -1.461
C -1.002 0.361 -2.323
C -2.281 0.013 -1.618
C -3.228 -0.847 -2.146
N -4.344 -1.197 -1.553
N -4.681 -0.733 -0.362
C -3.830 0.106 0.146
I -4.354 0.877 2.055
C -2.608 0.541 -0.386
H 0.205 0.735 -0.564
H 1.111 0.413 -2.054
H -0.952 -0.228 -3.240
H -1.037 1.414 -2.608
H -3.044 -1.273 -3.128
H -4.990 -1.837 -2.002
H -1.961 1.248 0.113
C 3.856 0.489 1.186
C 2.795 1.136 2.062
C 2.549 0.326 3.324
O 1.570 1.265 1.324
H 3.539 -0.509 0.871
H 4.016 1.076 0.281
H 4.804 0.400 1.716
H 3.106 2.145 2.328
H 2.191 -0.677 3.074
H 1.782 0.798 3.938
H 3.460 0.231 3.916
H 1.283 0.377 1.090
*
```